No. 1
57
Properties=species:S:1:pos:R:3 method="wB97M-V/def2-TZVPD" e_tot_ev=-79533.874 charge=+2 multiplicity=5 gap_ev="9.14 / 5.86" relative_energy_kcal_mol=2.2
Co -0.19 -0.08 0.59
C -2.86 0.86 1.58
N -1.61 0.42 2.21
C -1.79 -0.84 2.96
C -0.45 -1.49 3.17
C -0.13 -2.23 4.29
C 1.12 -2.83 4.37
C 2.02 -2.67 3.33
C 1.64 -1.90 2.24
N 0.44 -1.32 2.17
C -1.03 1.46 3.07
C -0.16 2.39 2.26
C 0.09 3.69 2.65
C 0.97 4.46 1.91
C 1.57 3.90 0.80
C 1.26 2.60 0.45
N 0.41 1.86 1.17
C -3.08 0.14 0.27
C -4.27 0.23 -0.42
C -4.41 -0.45 -1.62
C -3.36 -1.24 -2.07
C -2.19 -1.27 -1.34
N -2.05 -0.58 -0.20
H -2.81 1.93 1.38
H -3.71 0.68 2.24
H -2.42 -1.51 2.38
H -2.29 -0.65 3.92
H -0.86 -2.35 5.09
H 1.38 -3.42 5.23
H 2.99 -3.13 3.35
H 2.30 -1.74 1.40
H -0.40 0.99 3.83
H -1.81 2.02 3.59
H -0.40 4.09 3.53
H 1.18 5.48 2.20
H 2.27 4.47 0.19
H 1.70 2.14 -0.42
H -5.08 0.83 -0.02
H -5.33 -0.39 -2.18
H -3.44 -1.81 -2.99
H -1.35 -1.86 -1.66
O 1.08 -1.17 -0.61
C 0.92 -0.36 -1.58
O 0.16 0.63 -1.36
C 1.59 -0.55 -2.88
C 2.38 -1.68 -3.10
C 3.04 -1.82 -4.30
C 2.91 -0.83 -5.25
C 2.12 0.29 -5.06
C 1.46 0.43 -3.86
N 3.66 -0.97 -6.53
O 4.36 -1.95 -6.66
O 3.47 -0.11 -7.37
H 2.46 -2.45 -2.33
H 3.67 -2.68 -4.51
H 2.04 1.04 -5.84
H 0.83 1.29 -3.67

=====

No. 2
13
Properties=species:S:1:pos:R:3 method="wB97M-V/def2-TZVPD" e_tot_ev=-9370.793 charge=0 gap_ev=9.55 relative_energy_kcal_mol=145.3
C -1.83 -0.64 0.04
C -1.83 0.71 -0.04
C -0.47 -1.34 0.07
C -0.54 1.32 0.15
C 0.35 -0.03 -0.11
O -3.24 -0.69 0.01
O -3.22 0.67 -0.07
H -0.19 -1.70 1.03
H -0.28 -2.15 -0.69
H -0.23 2.10 -0.52
H -0.11 1.83 1.12
H 1.18 0.10 0.43
H 0.53 -0.03 -1.20